# 1
# C3H4N2O

The molecule C3H4N2O at a distorted geometry (ωB97M-V/def2-TZVPD, OMol25).

The geometry in XYZ format:
```
10
Properties=species:S:1:pos:R:3:forces:R:3
C -0.87042 0.20532 0.39818 -1.3 -2.9 7.5
C 1.03481 -1.12834 -0.01285 -0.4 -1.5 -0.1
C -0.38389 1.03695 -0.63804 4.4 1.5 -2.6
H -0.63869 0.77478 1.39016 -0.9 0.0 -1.8
H -1.96211 -0.22605 0.72395 2.4 1.1 -2.0
H 1.36715 -2.08578 0.14923 1.6 -2.3 0.2
H -0.93951 2.06178 -0.68257 1.4 -1.8 -0.5
N 1.44555 -0.53152 -1.02724 -0.6 3.4 -0.5
N 0.87337 0.85741 -1.16067 -4.4 -0.3 1.0
O 0.07375 -0.96454 0.85984 -2.2 2.8 -1.2
```
Forces are in eV/Å.

- HOMO energy: -0.346 hartree
- LUMO level: 0.29 eV
- Energy relative to the best compared isomer or geometry (same formula, charge and spin): 454.4 kJ/mol
- M: 84.078 g/mol



# 2
# C34H28BrCl2FN3O3S2Ti

C34H28BrCl2FN3O3S2Ti as an isolated structure at a distorted geometry (ωB97M-V/def2-TZVPD, OMol25).

The geometry in XYZ format:
```
75
Properties=species:S:1:pos:R:3:forces:R:3
Ti -0.92875 0.36948 -0.36290 0.6 -1.3 -2.4
O 1.26713 -3.29283 -4.76679 0.0 -0.2 0.0
C 1.12980 -2.47556 -3.72982 0.0 0.3 0.3
C 1.06449 -1.08709 -3.83101 0.1 0.0 -0.2
C 0.88247 -0.34536 -2.69231 0.2 0.1 0.1
N 0.74417 -0.85300 -1.44775 0.1 -0.4 -0.2
C 0.90454 -2.19644 -1.37042 0.2 0.2 0.0
Br 0.99384 -3.03105 0.31227 -0.1 0.1 0.0
C 1.09237 -3.02630 -2.45017 0.0 -0.1 -0.1
H 1.22690 -2.82050 -5.60689 0.0 0.1 0.0
H 1.17280 -0.58975 -4.78568 -0.1 0.0 0.0
H 0.86837 0.73320 -2.76248 -0.1 -0.1 0.0
H 1.20066 -4.09221 -2.31842 0.0 0.0 0.0
O -2.28300 0.97161 0.48459 -1.4 0.9 0.9
C -2.58139 1.83186 1.45436 -0.2 1.0 0.9
C -3.84885 1.81401 2.03310 0.1 -0.2 -0.4
C -4.19348 2.75571 2.98086 0.1 0.1 0.0
C -3.27092 3.72067 3.36965 0.0 0.0 0.1
C -1.99468 3.70492 2.84608 0.1 0.0 -0.1
C -1.61587 2.76267 1.88712 -0.3 -0.3 0.0
C -0.27651 2.74886 1.30787 0.1 0.1 -0.1
N 0.21321 1.86891 0.42506 0.1 0.6 0.6
C 1.47017 2.30570 0.06772 0.1 0.2 -0.1
C 1.75199 3.44170 0.74752 0.1 -0.1 -0.2
N 0.64676 3.70557 1.51407 -0.1 -0.1 0.0
H -4.54178 1.05331 1.69472 -0.1 0.0 0.0
H -5.18439 2.74686 3.41336 0.0 0.0 0.0
H -3.54731 4.48334 4.08371 0.0 0.0 0.1
H -1.28616 4.45024 3.18362 0.0 0.0 0.0
H 2.06938 1.78092 -0.65553 0.1 0.0 0.1
H 2.61438 4.08232 0.72624 0.0 0.0 0.1
H 0.56107 4.47589 2.15395 -0.1 0.0 0.0
Cl -1.09244 -0.89637 2.13991 0.2 -0.4 0.6
C -2.69500 -1.52638 1.87260 -0.3 -0.1 -0.2
C -3.50277 -1.74104 2.97424 0.2 0.0 0.1
C -4.80745 -2.16085 2.78316 0.0 0.0 0.0
C -5.29905 -2.34464 1.50227 0.0 0.0 -0.1
C -4.46924 -2.15779 0.40855 0.3 0.1 0.2
Cl -5.09384 -2.42417 -1.17506 -0.1 -0.1 -0.1
C -3.13290 -1.75375 0.56244 -0.1 -0.2 -0.1
S -2.07225 -1.64746 -0.83597 0.0 -0.1 0.1
H -3.10239 -1.59087 3.96730 0.0 0.1 0.0
H -5.44271 -2.35200 3.63625 0.0 0.0 0.0
H -6.32504 -2.64226 1.33712 0.0 0.0 0.0
F -4.83351 -0.26510 -5.84632 0.0 0.0 0.0
C -3.99093 0.19877 -4.90671 0.1 0.0 0.0
C -4.43220 0.31494 -3.60149 0.0 0.0 0.0
C -3.56417 0.81446 -2.65000 0.1 0.2 -0.1
C -2.25434 1.18324 -2.97976 -0.2 0.0 -0.2
C -1.33776 1.74976 -1.94457 0.0 -0.2 -0.1
C -1.85366 1.05360 -4.30900 0.0 0.0 0.1
C -2.71602 0.56712 -5.28002 0.0 0.0 -0.1
H -5.44141 0.02391 -3.34866 0.0 0.0 0.0
H -3.90652 0.94293 -1.63085 0.0 -0.1 0.0
H -1.85033 2.56644 -1.42891 0.2 0.0 0.1
H -0.44273 2.16412 -2.41599 0.0 0.0 0.2
H -0.86498 1.38540 -4.60631 0.0 0.0 0.0
H -2.42188 0.49675 -6.31833 0.0 0.0 0.0
C 2.49959 -1.43033 3.20699 -0.4 0.1 -0.2
S 1.92943 -0.09399 2.10420 1.2 -0.2 0.3
O 1.52465 1.03372 2.97806 -0.3 0.2 0.3
C 3.59937 0.27847 1.51674 -0.2 -0.2 -0.3
C 3.96843 -0.18568 0.26307 0.0 -0.1 0.0
C 5.25143 0.05994 -0.20423 0.0 0.0 0.0
C 6.15287 0.74913 0.59476 0.1 0.0 0.0
C 5.77298 1.21494 1.84720 0.0 0.0 0.0
C 4.48359 0.99207 2.30658 -0.1 0.1 0.2
H 3.10791 -0.98266 3.98929 0.0 0.1 0.0
H 3.07485 -2.13934 2.61606 0.0 0.0 0.0
H 1.62739 -1.91782 3.64072 0.0 0.0 0.0
H 3.25835 -0.74979 -0.33015 0.0 0.0 -0.1
H 5.54892 -0.29052 -1.18367 0.0 0.0 0.0
H 7.16132 0.92038 0.24298 0.0 0.0 0.0
H 6.48830 1.74148 2.46434 0.0 0.0 0.0
H 4.15250 1.36230 3.26950 0.0 0.0 0.0
```
Forces are in eV/Å.

- HOMO energy: -0.378 hartree
- LUMO level: -3.30 eV
- Net charge: +1
- Energy relative to the best compared isomer or geometry (same formula, charge and spin): 213.7 kJ/mol
- M: 808.425 g/mol



# 3
# C6H9Br

The molecule C6H9Br at a distorted geometry (ωB97M-V/def2-TZVPD, OMol25).

The geometry in XYZ format:
```
16
Properties=species:S:1:pos:R:3:forces:R:3
C -0.12605 -0.60784 -0.57341 0.8 0.2 0.3
C -1.39780 -0.75569 -0.41457 -0.7 0.0 0.1
C 1.24762 -0.19657 -0.26301 0.3 0.2 0.2
C 1.11374 0.44242 1.09659 -0.6 -0.6 -0.5
C -2.31286 -0.33933 0.70793 0.2 0.1 0.1
C 1.79536 0.79105 -1.29489 0.0 -0.1 0.2
Br 1.11016 -0.65571 2.63048 0.0 0.1 -0.1
H -1.92110 -1.27026 -1.21621 0.0 -0.1 -0.2
H 1.88947 -1.08153 -0.19438 -0.1 0.1 0.0
H 0.45571 1.29395 1.20079 0.1 0.2 0.0
H -2.80702 -1.21640 1.12347 -0.1 0.0 0.0
H -3.07818 0.33631 0.32847 -0.1 0.0 0.0
H -1.76239 0.15831 1.50081 0.0 0.0 0.1
H 1.20785 1.70753 -1.28394 0.0 0.0 0.0
H 1.75775 0.36104 -2.29036 -0.1 -0.1 -0.2
H 2.82773 1.03274 -1.05776 0.1 0.1 0.0
```
Forces are in eV/Å.

- HOMO energy (spin up / spin down): -0.284 / -0.298 hartree
- LUMO level (spin up / spin down): 0.07 / 0.44 eV
- Energy relative to the best compared isomer or geometry (same formula, charge and spin): 323.4 kJ/mol
- M: 161.042 g/mol



# 4
# C17H19MnN5O4S2

C17H19MnN5O4S2 as an isolated structure (ωB97M-V/def2-TZVPD, OMol25).

The geometry in XYZ format:
```
48
Properties=species:S:1:pos:R:3:forces:R:3
Mn 0.15247 -0.62844 0.68972 0.1 -0.1 0.0
C -0.76287 2.62101 -1.92262 0.0 0.0 0.0
C -0.17264 1.70877 -0.90407 0.0 0.0 0.1
N -0.48576 0.40516 -0.86614 0.0 0.0 0.0
N -1.67766 -0.00933 -1.45622 0.0 0.0 0.0
C -2.60815 -0.52258 -0.61038 0.0 0.0 0.0
N -3.67122 -1.09854 -1.18325 0.0 0.0 0.0
S -2.46251 -0.41308 1.06667 0.0 0.0 0.0
C 0.78866 2.11976 0.01334 0.0 0.0 0.0
C 1.53555 3.39401 -0.08963 0.0 0.0 0.0
C 2.30692 3.67645 1.15471 0.0 0.0 0.0
C 2.56975 2.71293 2.04646 0.0 0.0 0.0
C 1.98709 1.40428 1.89896 0.0 0.0 0.0
N 1.13646 1.15887 0.95593 0.0 0.0 0.0
H -0.19515 2.51223 -2.85022 0.0 0.0 0.0
H -0.70540 3.65951 -1.60692 0.0 0.0 0.0
H -1.80199 2.35999 -2.11226 0.0 0.0 0.0
H -1.55008 -0.49495 -2.33535 0.0 0.0 0.0
H -3.76505 -1.17108 -2.18174 0.0 0.0 0.0
H -4.33241 -1.56977 -0.59298 0.0 0.0 0.0
H 0.89285 4.23113 -0.35878 0.0 0.0 0.0
H 2.70261 4.67656 1.27842 0.0 0.0 0.0
H 3.18762 2.90705 2.91299 0.0 0.0 0.0
H 2.19367 0.60297 2.59744 0.0 0.0 0.0
C 8.43056 3.78256 -3.70769 0.0 0.0 0.0
C 7.07666 3.33667 -3.22740 0.0 0.0 0.0
C 6.72929 3.43252 -1.88125 0.0 0.0 0.0
C 5.47645 3.04065 -1.44085 0.0 0.0 0.0
C 4.55731 2.55335 -2.35715 0.0 0.0 0.0
C 4.88109 2.43513 -3.69656 0.0 0.0 0.0
C 6.13895 2.83288 -4.12418 0.0 0.0 0.0
S 2.97038 1.96473 -1.78721 0.0 0.0 0.0
O 2.51736 3.42736 -1.22180 0.0 0.0 0.0
O 2.19861 1.66008 -2.99969 0.0 0.0 0.0
N -0.23498 -2.38801 -0.04122 0.0 0.0 0.0
C 0.21481 -3.38987 0.86511 0.1 0.0 -0.1
C 0.89982 -2.84211 2.12177 -0.1 0.0 0.0
O 1.29725 -3.53122 3.02128 0.1 0.0 0.1
O 1.00610 -1.51271 2.09515 0.0 0.0 0.0
H 9.13194 3.87822 -2.87992 0.0 0.0 0.0
H 8.36397 4.75322 -4.20324 0.0 0.0 0.0
H 8.84495 3.07586 -4.42693 0.0 0.0 0.0
H 7.45102 3.81738 -1.17074 0.0 0.0 0.0
H 5.21041 3.12246 -0.39342 0.0 0.0 0.0
H 4.14544 2.03906 -4.38416 0.0 0.0 0.0
H 6.39833 2.74560 -5.17282 0.0 0.0 0.0
H 0.94529 -4.03728 0.35364 0.0 0.0 0.0
H -0.59066 -4.07435 1.16121 0.0 0.0 0.0
```
Forces are in eV/Å.

- HOMO energy (spin up / spin down): -0.286 / -0.294 hartree
- LUMO level (spin up / spin down): -0.40 / -0.67 eV
- Energy relative to the best compared isomer or geometry (same formula, charge and spin): 348.1 kJ/mol
- 2S+1: 6
- ⟨S²⟩: 8.82
- M: 476.442 g/mol



# 5
# C40H39AsNO7P2STeTi

C40H39AsNO7P2STeTi as an isolated structure (ωB97M-V/def2-TZVPD, OMol25).

The geometry in XYZ format:
```
93
Properties=species:S:1:pos:R:3:forces:R:3
Ti -0.66425 -1.16268 -0.55768 -0.2 0.0 -0.4
Te 2.88727 2.73961 0.02083 -0.1 0.0 0.1
C 2.96082 2.96622 2.13525 0.0 0.0 -0.1
C 3.82301 2.20250 2.91165 0.0 0.0 0.0
C 3.81985 2.38159 4.28935 0.0 0.0 0.0
N 3.03951 3.25827 4.91440 0.0 0.0 0.0
C 2.23805 4.00723 4.16287 0.0 0.0 0.0
C 2.16316 3.90223 2.77976 0.0 0.0 0.0
C 1.47326 1.20918 -0.12711 0.0 0.1 -0.2
P 1.80685 -0.42909 -0.55601 -0.2 0.1 0.0
C 2.27059 -1.53204 0.80714 0.0 0.0 0.0
C 2.45600 -1.01727 2.08644 0.0 0.0 0.0
C 2.72064 -1.87118 3.14488 0.0 0.0 0.0
C 2.77614 -3.24290 2.93543 0.0 0.0 0.0
C 2.56662 -3.76536 1.66655 0.0 0.0 0.0
C 2.31223 -2.91309 0.60290 0.0 0.0 0.0
C 3.14472 -0.55088 -1.77308 0.0 0.0 0.1
C 4.26158 -1.36026 -1.58322 0.0 -0.1 0.0
C 5.28632 -1.35912 -2.52019 0.0 0.0 0.0
C 5.20537 -0.54995 -3.64299 0.0 0.0 0.0
C 4.10098 0.27298 -3.82826 0.0 0.0 0.0
C 3.07810 0.27485 -2.89573 0.0 0.0 0.0
P -0.21571 1.38502 -0.47012 0.0 -0.3 0.3
C -0.57309 2.63143 -1.74481 0.0 0.0 0.0
C -0.36403 2.36501 -3.09562 0.0 0.0 0.0
C -0.52985 3.35640 -4.04854 0.0 0.0 0.0
C -0.89873 4.63616 -3.65881 0.0 0.0 0.0
C -1.10265 4.91631 -2.31615 0.0 0.0 0.0
C -0.94603 3.92082 -1.36320 0.0 0.0 0.0
C -1.24507 1.91737 0.92275 0.0 0.1 0.0
C -0.69540 2.05149 2.19116 0.0 0.0 0.0
C -1.50946 2.35011 3.27481 0.0 0.0 0.0
C -2.87760 2.49761 3.09449 0.0 0.0 0.0
C -3.43301 2.35356 1.82795 0.0 0.0 0.0
C -2.62073 2.06583 0.74284 0.0 0.0 0.0
H 4.49101 1.47902 2.46174 0.0 0.0 0.0
H 4.48032 1.79292 4.91684 0.0 0.0 0.0
H 1.62149 4.72872 4.68811 0.0 0.0 0.0
H 1.48489 4.53775 2.22499 0.0 0.0 0.0
H 2.37025 0.05053 2.24830 0.0 0.0 0.0
H 2.87046 -1.46778 4.13794 0.0 0.0 0.0
H 2.97068 -3.90817 3.76606 0.0 0.0 0.0
H 2.59610 -4.83499 1.50662 0.0 0.0 0.0
H 2.15018 -3.32491 -0.38885 0.0 0.0 0.0
H 4.34216 -1.98497 -0.70368 0.0 0.0 0.0
H 6.15454 -1.98517 -2.36319 0.0 0.0 0.0
H 6.00898 -0.54711 -4.36736 0.0 0.0 0.0
H 4.04526 0.92318 -4.69158 0.0 0.0 0.0
H 2.23819 0.94773 -3.02151 0.0 0.0 0.0
H -0.07260 1.37606 -3.41727 0.0 0.0 0.0
H -0.37379 3.12973 -5.09508 0.0 0.0 0.0
H -1.02551 5.41293 -4.40109 0.0 0.0 0.0
H -1.38259 5.91399 -2.00523 0.0 0.0 0.0
H -1.10577 4.15499 -0.31950 0.0 0.0 0.0
H 0.36743 1.90263 2.33109 0.0 0.0 0.0
H -1.07311 2.46246 4.25934 0.0 0.0 0.0
H -3.51297 2.72967 3.93973 0.0 0.0 0.0
H -4.49965 2.47087 1.68409 0.0 0.0 0.0
H -3.05796 1.95670 -0.24390 0.0 0.0 0.0
O -4.94757 -0.11909 -1.03355 0.0 -0.1 0.0
As -3.85884 -1.40724 -0.58683 0.2 0.2 0.0
O -4.16935 -2.84249 -1.24591 -0.1 -0.1 -0.1
O -2.34270 -0.76072 -1.18676 0.4 -0.1 0.3
C -3.94681 -1.24049 1.33781 -0.2 0.0 -0.1
C -5.18974 -0.81989 1.79481 0.0 0.0 0.0
C -5.47853 -0.77713 3.15408 0.1 0.0 0.0
C -4.52834 -1.16493 4.08007 0.0 0.0 -0.1
C -3.28088 -1.58905 3.64387 0.1 0.0 0.1
C -2.99756 -1.62803 2.28926 0.2 0.0 0.0
S -1.33901 -2.06145 1.87854 -0.1 0.2 0.0
O -1.35658 -2.79930 0.57944 -0.1 -0.1 -0.2
O -0.70130 -2.68155 2.97800 0.0 0.0 0.0
O -0.70934 -0.77135 1.39908 0.1 0.0 0.1
H -5.37095 -0.31112 -1.88133 0.0 0.0 0.0
H -5.94822 -0.51858 1.08627 0.0 0.0 0.0
H -6.45606 -0.44586 3.47701 0.0 0.0 0.0
H -4.74637 -1.14373 5.13873 0.0 0.0 0.0
H -2.52108 -1.89154 4.35122 0.0 0.0 0.0
C 0.30304 -1.45564 -4.06990 0.0 0.0 0.0
C 0.67378 -2.54997 -3.10084 0.1 -0.1 0.0
O -0.29282 -2.64213 -2.01658 0.0 0.2 0.2
C -1.23334 -3.76517 -2.18561 0.0 0.0 0.0
C -2.04162 -3.66405 -3.45510 0.0 0.0 0.0
H 1.14018 -1.25246 -4.73773 0.0 0.0 0.0
H 0.08141 -0.54261 -3.51709 0.0 0.0 0.0
H -0.57302 -1.70985 -4.66314 0.0 0.0 0.0
H 1.64316 -2.36463 -2.64478 0.0 0.0 0.0
H 0.70761 -3.52637 -3.58307 0.0 0.0 0.0
H -1.88660 -3.74322 -1.32278 0.0 0.0 0.0
H -0.62473 -4.67031 -2.15307 0.0 0.0 0.0
H -2.55459 -2.70513 -3.51022 0.0 0.0 0.0
H -2.81089 -4.43522 -3.41695 0.0 0.0 0.0
H -1.44579 -3.82443 -4.35346 0.0 0.0 0.0
```
Forces are in eV/Å.

- HOMO energy: -0.376 hartree
- LUMO level: -3.92 eV
- Net charge: +1
- Energy relative to the best compared isomer or geometry (same formula, charge and spin): 0.0 kJ/mol
- M: 990.156 g/mol



# 6
# C3H11NP

A 2-piece molecular cluster, C3H11NP overall at a distorted geometry (ωB97M-V/def2-TZVPD, OMol25).

The geometry in XYZ format:
```
16
Properties=species:S:1:pos:R:3:forces:R:3
C 1.65352 -0.57870 -0.25529 1.8 3.8 0.7
C -1.63896 0.58478 -1.94967 6.1 -1.5 -1.1
C -0.68066 -1.06227 1.39659 -0.2 1.1 1.0
N 0.44881 1.45226 0.94191 1.3 -0.4 -1.1
P 0.03067 0.05545 0.14183 -2.7 1.2 0.2
H 1.93364 -1.52471 -0.01861 -0.2 -3.2 0.8
H 2.31948 0.02892 0.49668 -1.0 -1.0 -1.4
H 2.07713 -0.41874 -1.23942 -0.4 0.4 -0.3
H -2.20936 1.45636 -1.91497 -0.7 1.3 0.7
H -2.00622 -0.37874 -1.96088 -1.5 -1.6 0.4
H -0.73103 0.52249 -2.72732 -2.1 0.8 1.8
H -0.02792 -1.13054 2.30295 -0.1 -0.2 -1.1
H -0.84079 -1.94490 0.85555 0.3 -1.9 -0.4
H -1.68297 -0.88694 1.81878 0.3 0.8 -0.5
H 1.33582 1.73118 0.51675 -0.5 0.8 0.7
H 0.01882 2.09411 1.59515 -0.3 -0.3 -0.4
```
Forces are in eV/Å.

- HOMO energy (spin up / spin down): -0.500 / -0.500 hartree
- LUMO level (spin up / spin down): -5.26 / -5.26 eV
- Net charge: +1
- Energy relative to the best compared isomer or geometry (same formula, charge and spin): 414.4 kJ/mol
- M: 92.102 g/mol



# 7
# C3H5N3O

The molecule C3H5N3O at a distorted geometry (ωB97M-V/def2-TZVPD, OMol25).

The geometry in XYZ format:
```
12
Properties=species:S:1:pos:R:3:forces:R:3
C 0.90768 -0.69441 0.38337 2.3 0.3 -0.6
C -0.51301 -0.45850 0.04741 9.6 9.3 4.6
C -1.07750 0.83937 0.21907 -2.4 3.3 0.1
H 1.28663 0.34390 -1.52178 0.6 -0.1 0.8
H 2.35389 0.85902 -0.21403 0.1 -0.4 -0.5
H 1.04673 -0.39824 1.49600 0.0 -0.4 -1.9
H 1.33797 -1.81989 0.25736 -1.2 2.7 0.0
H -0.51773 1.77415 0.34428 -0.5 -0.5 0.3
N 1.50205 0.41707 -0.52363 -0.4 -1.5 1.5
N -2.39735 0.84877 0.06147 3.5 -2.3 -0.7
N -1.34097 -1.17143 -0.22279 -12.6 -11.4 -4.5
O -2.58838 -0.53981 -0.32673 1.0 0.9 0.9
```
Forces are in eV/Å.

- HOMO energy: -0.358 hartree
- LUMO level: 0.83 eV
- Energy relative to the best compared isomer or geometry (same formula, charge and spin): 532.9 kJ/mol
- M: 99.093 g/mol